# 1
16
Properties=species:S:1:pos:R:3:forces:R:3 method="wB97M-V/def2-TZVPD" total_energy_ev=-9413.120 orbital_gap_ev=8.8 charge=0 fmax_ev_per_a=4.71
C 0.64917 1.10044 1.09450 -1.9810 1.1500 -1.1948
H -0.42291 0.10887 -0.66461 -0.0280 0.9774 2.6108
H -2.89359 -0.72991 -0.85421 0.9072 -4.5734 0.6849
H 1.66270 -3.08786 -1.93963 -1.7638 -2.0292 -0.6966
H 0.85694 2.11726 1.51094 -1.0399 -0.9467 -0.2182
H -3.96907 0.21838 -1.08376 -1.4255 0.1997 -0.2614
H -2.27456 1.89983 0.28113 2.5020 -1.1862 -0.4069
H 2.08828 0.28041 2.31598 1.2593 0.7429 2.4927
H 2.33517 -0.09975 0.74140 1.2347 0.1232 -1.2466
H 1.18457 -0.93569 1.57631 -0.3704 0.6144 0.0217
H 1.73891 -1.56839 -2.06182 -0.9535 1.0650 -0.6120
O -3.04250 0.14090 -0.97247 0.1839 4.1665 -0.5136
O 2.16260 -2.34341 -1.76350 2.7173 0.9839 1.3173
C -0.37767 0.85791 0.25112 -0.9499 1.7047 -1.0411
O -1.27883 1.94866 0.11757 -0.6466 0.4383 -0.0977
C 1.58078 0.09235 1.45104 0.3543 -3.4304 -0.8385

# 2
12
Properties=species:S:1:pos:R:3:forces:R:3 method="wB97M-V/def2-TZVPD" total_energy_ev=-7663.738 orbital_gap_ev=3.6 charge=+1 fmax_ev_per_a=4.51
C -1.93046 -0.35257 -0.97980 -0.0533 -1.7411 -1.7847
H -1.01993 -0.15412 0.66695 0.5395 0.1196 -1.8274
C 3.73129 -0.01955 0.50608 -4.2600 0.3358 -1.4362
H -1.92516 -0.73021 -2.03902 -0.7282 0.8548 1.0369
H 1.70662 0.38459 -0.55297 -2.1560 0.0339 -0.8088
N -0.82221 -0.29655 -0.38053 2.0401 -0.2942 2.9793
N -2.98444 0.17928 -0.38465 -0.4164 3.2896 -2.1590
H -4.06382 0.94621 0.97512 -0.3883 0.6369 -1.1878
N -3.69285 0.08709 0.55762 -0.5437 -2.7360 3.0316
H 4.61742 0.50082 0.40017 1.8491 1.4625 -0.7466
C 2.58364 0.18401 -0.03596 4.2398 -0.2316 1.4095
H 3.79991 -0.72901 1.26698 -0.1227 -1.7303 1.4932

# 3
12
Properties=species:S:1:pos:R:3:forces:R:3 method="wB97M-V/def2-TZVPD" total_energy_ev=-39832.178 orbital_gap_ev="7.6 / 6.2" charge=+2 fmax_ev_per_a=3.95 spin_multiplicity=2
H 1.72820 2.99396 -0.27012 0.1253 0.4689 0.2514
O 1.34723 2.34707 -0.87022 -1.5084 -2.3812 0.7142
H 1.13946 -1.85887 0.39557 0.0547 0.5076 0.5396
C -0.95680 -0.47433 -0.16283 1.0250 0.4343 -0.9811
H -1.96642 -0.41571 -0.58046 0.3641 -0.1092 -0.3212
H 0.47086 1.64617 0.87809 -0.0616 -0.1465 -0.2738
H 0.21740 0.27963 -1.88482 -0.3387 0.3042 0.1824
C 0.60599 1.43756 -0.18767 2.5732 2.9305 0.6538
O 0.54686 -1.74671 1.16902 -0.4168 -0.3241 -0.9584
C 0.07007 0.37025 -0.80249 -1.7759 -1.5358 -1.0941
C -0.72602 -1.45535 0.74812 -0.5748 -0.5705 1.2961
Yb -2.47683 -3.12367 1.56780 0.5338 0.4219 -0.0089

# 4
7
Properties=species:S:1:pos:R:3:forces:R:3 method="wB97M-V/def2-TZVPD" total_energy_ev=-29775.637 orbital_gap_ev="5.7 / 5.7" charge=0 fmax_ev_per_a=2.80
O -0.31798 -0.92369 -3.05932 0.3657 -0.2281 -0.6218
N 0.77094 -0.48250 3.37140 0.7357 -1.9272 1.8986
O -1.36661 0.07965 -1.46814 -1.1671 0.2684 -0.1497
S 1.05832 -0.05642 -1.03576 -0.4099 0.6545 1.1341
C 0.31700 0.30453 2.68570 -0.3012 1.5349 -1.8391
S -0.06602 1.41808 1.53392 0.2603 -0.5444 -1.8437
N -0.39564 -0.33964 -2.02779 0.5165 0.2420 1.4216

# 5
24
Properties=species:S:1:pos:R:3:forces:R:3 method="wB97M-V/def2-TZVPD" total_energy_ev=-29664.225 orbital_gap_ev=7.6 charge=0 fmax_ev_per_a=7.79
C -0.38107 -0.19695 0.70099 -1.0228 0.8171 0.6818
C 0.88900 0.03323 -0.05871 1.5632 -1.7298 -0.1756
H 2.87078 0.66699 0.53213 -0.5581 -1.0473 0.5634
H 1.84770 -0.11023 1.81783 0.2207 0.3360 1.0999
C 2.15322 -0.16272 0.80770 -0.1098 1.7627 -1.8358
P -1.38771 1.80527 -0.78381 -1.4938 -1.1561 -0.7235
H 2.58992 -1.12277 0.63976 0.5438 -0.6211 -0.1572
H -2.38606 0.03619 2.43618 0.2090 0.0438 0.7274
C 1.99260 -0.02290 -2.41788 -0.5690 -0.3961 -1.7952
H 0.58802 -1.78187 1.54470 -0.1002 -0.1638 0.8636
C -0.58894 0.69614 -2.00080 3.2488 -0.1776 -0.6353
S -0.81603 0.78022 -3.61240 -0.1699 -0.2267 0.7481
H 2.76792 -0.39053 -1.83649 2.4270 -1.0774 0.1262
H 1.61970 -0.70595 -3.23653 0.6045 0.3579 0.9743
C -2.67727 0.32896 1.45648 -1.9127 -0.6103 -3.2569
C 0.99895 0.07448 -1.40424 -7.1853 2.8251 1.0073
H -3.43677 -0.45906 1.03129 1.3811 1.1311 0.8694
H 2.26546 0.88679 -2.94635 -0.0540 0.3275 0.2833
C -0.26111 -1.17767 1.89754 0.5726 -0.7997 -0.4812
H -1.06651 -1.95281 2.02721 0.3245 1.2291 -0.2924
H -3.26823 1.24860 1.38837 0.0895 -0.0318 0.6782
H -0.01164 -0.73456 2.91280 -0.3457 -0.3185 -1.3061
H -2.77083 1.78393 -1.35892 1.3250 -0.0661 0.5562
C -1.53108 0.47720 0.46316 1.0117 -0.4083 1.4802

# 6
15
Properties=species:S:1:pos:R:3:forces:R:3 method="wB97M-V/def2-TZVPD" total_energy_ev=-13153.987 orbital_gap_ev=9.1 charge=0 fmax_ev_per_a=4.56
N -1.22744 0.33842 0.40432 2.9529 -1.6597 0.6880
C 1.26005 -1.14884 0.59473 -1.8142 1.3671 0.4459
N -0.71734 1.43333 -0.29989 -2.8107 -1.7037 3.1605
H 1.29986 -0.26148 1.33741 0.5755 -1.5166 -1.2591
N -1.03216 -2.06038 0.03619 -0.1345 0.3193 0.0639
N -0.17507 -1.12660 0.22845 -1.7336 2.6549 -0.0996
N -2.23463 -1.67630 -0.11341 -0.1799 -1.0771 0.1887
H -1.03317 1.40677 -1.20824 0.2563 0.1356 -2.7672
H 2.18447 -1.76813 -0.90571 0.6774 -3.6715 -1.9056
O 2.05211 -0.96402 -0.52996 -0.3323 4.1103 1.9166
H 1.49034 -2.09838 1.04185 -0.0878 -0.3305 0.6657
C -2.43268 -0.30010 0.09215 -0.0306 1.6433 -0.9940
N -3.57201 0.27738 -0.05972 0.6449 -1.3149 0.2628
H -3.58226 1.24862 0.21554 0.3728 0.2768 -0.0519
H 0.20067 1.52629 0.01152 1.6438 0.7667 -0.3148

# 7
48
Properties=species:S:1:pos:R:3:forces:R:3 method="wB97M-V/def2-TZVPD" total_energy_ev=-44073.015 orbital_gap_ev=7.4 charge=0 fmax_ev_per_a=8.47
C -0.37619 4.54820 -3.28285 3.1258 -4.2932 -0.1088
C 3.32971 0.49404 -6.84531 0.1001 0.4493 0.1880
H -6.00082 -2.02489 2.76821 2.5247 -0.1118 0.1708
H -1.48511 -2.41185 2.33003 1.5037 1.7417 1.5681
H 1.90794 2.71261 -7.06779 0.0833 -0.1256 0.1865
H -2.30749 -4.03407 3.53420 -1.1755 1.0008 1.6713
C 0.91912 0.55546 3.17508 -1.1203 0.0642 2.5677
H 1.83972 2.10705 -5.37186 0.0419 -0.0207 -0.3799
H -4.38345 -2.09858 1.79017 -0.6806 -0.2948 2.2041
H -3.12002 -4.53297 5.15925 0.2457 1.9112 -1.7893
C 1.14225 1.87456 0.84088 -0.9479 -2.6413 -0.5437
C 1.89329 1.54360 2.27424 0.3411 -0.7213 -0.0350
O 0.05013 4.73381 -1.86083 1.1857 -4.2821 -4.6605
C 5.00719 -1.06051 -7.33291 0.4517 -0.1229 -0.0204
C 0.95747 3.57695 -1.71059 -0.4953 -1.3154 -2.0759
C -1.33397 -1.47691 4.46764 1.3219 0.4493 -3.4576
H 5.52119 -0.39194 -8.03105 -0.0635 -0.0116 0.2610
O 3.61402 -0.75914 -7.28132 -0.3373 0.8311 0.2802
O 0.86490 -1.30436 1.27137 -2.9415 3.6580 6.9472
H 1.36969 1.00700 0.05583 -0.4726 1.8320 1.9425
O -0.65914 -0.29372 6.67695 1.2343 -0.0797 -8.3763
C -4.54871 -3.52299 3.69807 0.5583 -0.1734 0.1261
H -4.44395 -1.16820 3.43588 -0.6564 -1.9495 -0.9214
C -2.54406 -2.32271 5.18136 0.9245 -0.3360 0.8543
S 1.70079 3.47031 0.02469 -0.7807 -0.1990 -1.2579
C 0.54398 0.76998 4.59911 0.2455 -1.2593 -3.6949
H -2.10431 -2.71741 6.21870 -0.8436 1.0859 -2.2641
H 5.11782 -2.08648 -7.69475 -0.3286 0.1952 0.0566
O 1.98106 0.64395 -6.84607 1.2121 -0.4328 -0.1839
C -4.82114 -2.12827 2.87995 -1.0098 0.0105 -0.0756
O 4.14508 1.33915 -6.51075 -1.1176 -1.2464 -0.5142
C -0.92894 -1.65868 3.04719 -0.1707 1.4756 3.3555
H -4.65419 -4.45080 2.95584 -0.0292 2.0526 1.6975
H 2.18702 2.54190 2.81460 -0.8333 -2.0474 -0.7138
C 0.34013 -0.79318 2.41504 1.1738 -2.9177 -3.8221
C -3.04423 -3.65037 4.35886 -0.6017 -0.6975 0.2697
H 5.45291 -0.99750 -6.33500 -0.0452 0.1579 -0.2132
H -5.31408 -3.64755 4.60412 1.4943 0.3835 -2.1791
H -1.11566 5.24150 -3.88114 1.8048 -1.4190 1.7970
H 2.89954 0.92378 2.10877 -2.2433 1.4578 0.1410
H 0.96138 1.73305 5.16566 -1.1872 -2.5626 -1.0795
H -3.46797 -1.64435 5.48190 2.0726 -1.2018 -0.8393
N 0.28862 3.31932 -3.87997 -1.8319 4.6492 3.9494
H -0.01555 1.81500 1.05179 2.2587 0.5737 -0.5539
C 1.53278 1.92462 -6.40680 -0.1795 0.5119 0.2717
H 0.44008 1.93266 -6.44785 0.2760 -0.2840 -0.0290
C -0.47458 -0.33279 5.33329 -0.9820 0.1248 5.2302
N 1.13573 2.70170 -2.93181 -3.1057 6.1309 4.0528

# 8
13
Properties=species:S:1:pos:R:3:forces:R:3 method="wB97M-V/def2-TZVPD" total_energy_ev=-11286.393 orbital_gap_ev="8.5 / 8.5" charge=0 fmax_ev_per_a=5.16
C 1.84308 -0.59612 0.40979 0.0659 -0.3431 3.1242
H -0.79873 -0.39842 -1.62375 1.9713 -2.6195 -2.7252
N 0.43046 1.12705 -0.01839 -0.6701 -1.1504 -2.2618
O -2.58803 0.36815 0.66477 -0.1127 -0.8851 0.8420
O 0.90583 0.32284 0.92914 -0.9494 0.8256 -0.1612
H 1.30954 -1.51203 0.42954 0.1323 -1.3145 0.3488
C -1.21755 0.27211 -1.02878 1.1446 4.7372 1.6905
H 2.70506 -0.49787 1.09053 -0.2747 -0.6297 -0.3901
O -1.16185 -1.33042 0.57717 -0.9407 1.1942 -0.6826
H 2.11192 -0.43182 -0.55371 0.7674 1.1377 -2.8984
H -0.15454 1.75887 0.48109 -0.8284 0.6998 0.6895
H -1.67428 1.22518 -1.47621 0.3893 -1.9081 1.1377
N -1.71091 -0.30752 0.11881 -0.6947 0.2560 1.2866

# 9
16
Properties=species:S:1:pos:R:3:forces:R:3 method="wB97M-V/def2-TZVPD" total_energy_ev=-10679.255 orbital_gap_ev="6.3 / 8.1" charge=+1 fmax_ev_per_a=5.42 spin_multiplicity=3
H 0.49502 1.60982 1.04167 -0.2582 0.5188 0.3912
H 2.49807 0.85647 0.39616 0.1577 -0.1580 -0.1687
H 2.67709 -0.58689 -0.55227 0.4046 -0.2596 -0.1828
C -0.12899 0.89296 0.53390 -0.4462 0.9003 -0.0213
C 0.76656 -0.03841 -0.13309 1.4395 -3.0744 -0.6878
C -1.15003 1.45105 -0.40730 -1.8236 -0.8193 -2.5061
N -2.89444 -1.25200 0.30500 0.2440 -2.3382 1.7119
H -0.82702 0.35458 1.17697 0.6596 -0.2829 0.7977
H -3.49150 -1.64852 1.05579 0.3043 0.3192 -0.8712
H -0.79466 -1.04276 -0.76988 1.0435 -0.8959 0.1025
N -2.30571 0.79916 -0.55350 1.1692 4.4670 -1.8103
N 2.08690 0.08370 -0.10881 -1.0671 1.0015 0.4831
H -1.10345 2.16632 -1.29000 0.8710 -0.5808 1.6742
H 0.65252 -1.85376 -1.13741 1.7814 -2.1505 -1.5232
N -2.88739 -0.01588 0.17512 -1.1348 -0.6213 1.0757
N 0.23614 -1.14460 -0.66109 -3.3446 3.9739 1.5351

# 10
41
Properties=species:S:1:pos:R:3:forces:R:3 method="wB97M-V/def2-TZVPD" total_energy_ev=-52801.970 orbital_gap_ev="5.9 / 4.2" charge=-1 fmax_ev_per_a=4.04
H -1.20474 2.39211 0.24234 0.1855 0.3363 0.1094
H 0.88294 2.33656 1.42635 -0.3222 -0.1312 -0.2719
C 1.24144 0.66358 2.85519 0.9167 0.1655 0.9070
H -1.19574 -2.59847 -0.88324 0.4734 0.0760 0.4009
H 0.01901 1.84191 -2.44761 -0.0053 -0.2019 -0.5395
C -1.19674 2.00657 -0.76869 0.4323 0.2747 1.1414
H 0.37064 0.71232 3.50379 0.2357 0.0796 0.1270
C -2.39753 1.99806 -1.45731 -2.9052 0.0536 -1.1344
H -4.20518 0.16686 -3.75500 0.1793 0.3394 0.3406
C 4.18018 -2.77342 3.02402 0.3943 -1.2468 -0.1212
H -3.03954 3.91359 -0.66750 -0.1491 -0.2494 -0.1638
C 2.67290 1.08943 1.12304 0.7148 -0.4160 0.8537
C 1.46361 1.47415 1.71246 0.0288 -0.5546 -0.3877
C -4.78698 2.10219 -2.97785 0.1674 0.0618 0.1552
C 1.05483 -2.65850 -1.00924 -0.1662 -0.9228 1.7156
O 0.25373 0.15524 -1.17542 -0.5537 2.3984 -1.5304
C -3.31614 3.08705 -1.32813 0.3370 -0.3165 -0.0845
H -5.12173 4.03769 -2.04061 0.3139 -0.4569 0.0082
C -0.22819 -2.78506 -0.38941 0.0129 0.2634 0.2320
C -3.93451 0.98845 -3.07923 -0.3348 0.3306 0.0214
H 3.08326 1.45795 0.19447 0.0254 0.0851 0.0649
C -2.76451 0.93340 -2.33401 0.4175 0.4387 -0.0408
C -0.01977 -3.30209 0.95857 -0.3929 -0.3264 -1.6549
H 1.28264 -2.25869 -1.97385 -0.1118 0.2542 -0.3030
H 4.48858 0.10208 1.88552 -1.1869 0.1320 0.6865
C 3.38295 0.19092 2.01852 -0.0997 2.9130 0.4265
S 3.12864 -1.87093 2.06293 1.0652 -3.8921 -0.2454
H -2.07615 0.08944 -2.40496 -0.1835 0.1685 -0.0226
C -4.46501 3.15829 -2.10263 -0.1966 -0.3511 -0.2148
H 1.69107 -4.41616 1.82473 -0.0559 1.2416 -0.4846
Ca 0.04485 -0.55109 0.70465 1.0334 -1.0326 0.6762
N 4.85131 -3.59151 3.54872 -0.7117 1.4790 -0.2844
C 1.30502 -3.72199 1.04090 1.1659 0.1427 -0.3268
C 2.44649 -0.04054 3.15063 -0.6329 1.9366 0.7602
H 2.55938 -0.58577 4.11601 0.2738 0.5795 -1.1211
H -5.70156 2.14811 -3.57623 0.3339 -0.0089 0.2027
H 3.09142 -3.10738 -0.32099 -0.3638 -0.5886 0.2657
C 0.03870 1.58148 -1.39582 1.0222 -1.9684 0.2848
H 0.84238 2.14444 -0.95105 0.7068 0.3157 0.1650
H -0.74688 -3.31817 1.75759 -0.3099 -0.6793 -0.0870
C 2.02494 -3.19211 -0.11164 -1.7538 -0.7220 -0.5259

# 11
61
Properties=species:S:1:pos:R:3:forces:R:3 method="wB97M-V/def2-TZVPD" total_energy_ev=-27599.911 orbital_gap_ev=4.3 charge=-1 fmax_ev_per_a=4.80
H 1.80843 6.63533 6.09580 -0.1191 -0.1463 0.2331
H -0.02643 0.40566 2.10477 0.0141 0.0249 -0.0140
H -3.09916 -6.71968 -4.04809 0.0253 0.0059 0.0012
H 0.55549 -1.96009 2.25612 0.0113 -0.0208 -0.0119
C -3.25919 -6.33591 -3.03649 -0.0584 0.0476 0.1111
H -5.41729 -6.40859 -3.19988 -0.0276 0.0323 0.0173
C -0.47586 -5.20956 -5.29806 -0.1088 -0.0157 -0.0837
H 0.39922 -4.67543 -4.92243 0.0043 -0.0236 0.0310
H -2.61441 -4.96747 -5.41666 -0.0124 0.0042 0.0201
H 2.86155 0.76433 0.77501 -0.0084 0.0001 0.0170
H -2.27218 -5.07481 -1.60342 -0.0073 -0.0061 -0.0007
C -1.96786 -4.15590 -3.51477 -0.0727 0.0467 0.0128
H 0.12602 3.40632 2.00143 -0.1479 -0.2911 -0.0852
H 2.41048 2.20793 -0.12657 0.0277 0.0404 0.0569
H 0.63466 -3.49848 -1.18553 -0.0527 -0.0243 0.0021
H 2.05131 -1.61670 -0.39100 -0.0048 0.0279 0.0192
H 0.93845 0.31900 -0.79789 -0.0306 -0.0226 0.0062
C 1.47803 -2.20418 0.33109 -0.0626 -0.0978 0.0726
H -0.27693 -3.48063 0.32735 -0.0351 0.0250 -0.0025
H 0.38525 3.71819 4.27901 -0.3308 -0.0044 0.2197
C 0.18623 -0.14178 1.18166 -0.0849 -0.0357 -0.0456
H 0.02909 1.60786 -0.03922 -0.0025 -0.0109 -0.0178
H 2.15100 -2.98975 0.68719 0.0277 0.0196 -0.0216
H -4.83222 -5.32415 -1.93623 0.0061 0.0380 -0.0101
H 2.81876 7.76956 5.18617 0.1536 0.2524 0.0279
C 2.36368 6.77641 5.16657 0.5592 0.4910 -0.2103
O 3.56591 4.79062 5.74383 0.4589 -4.2115 2.2534
C 0.86506 5.22496 1.21535 -1.0370 0.0628 -0.4558
H -2.84824 -3.51754 -3.39766 0.0082 -0.0021 0.0190
H 1.98406 -0.98309 2.02214 -0.0140 0.0147 -0.0003
H -0.38550 -2.11691 -0.79549 -0.0228 -0.0104 0.0224
H -3.23785 -7.20509 -2.37331 0.0193 -0.0219 -0.0344
C 0.07732 4.46363 2.27193 0.7375 -0.7104 0.0833
C 2.06268 1.49257 0.61977 -0.0048 -0.0360 -0.1214
H 0.67648 4.73199 0.26108 0.1334 -0.1418 -0.3085
C -1.75524 -4.43239 -5.00192 0.1167 0.0294 0.0187
F 4.51551 6.08437 4.31950 0.6430 0.4487 -0.7750
H 1.92625 5.15722 1.40071 0.3226 -0.0449 0.2801
H 0.36153 7.19331 1.99524 0.0995 -0.0355 0.3176
O 0.49828 5.77048 4.27981 -0.2936 -0.4689 0.5135
H -0.34972 -5.34470 -6.37362 0.0430 -0.0126 0.0119
H 1.78488 4.42124 3.50096 0.4027 -0.1630 0.0375
N 1.56982 6.70315 3.98975 -0.0204 0.6457 -0.6560
C 0.71712 4.54694 3.64691 -0.1093 0.1692 -0.1442
H -1.12279 -3.57163 -3.13831 -0.0033 0.0105 -0.0137
C 1.07798 -1.33646 1.52281 0.0487 0.0551 0.0255
C 0.77038 0.82834 0.15661 0.0282 0.0782 0.0886
C -4.63780 -5.68770 -2.94722 0.0196 -0.1044 -0.0928
C 0.45731 6.67358 1.05044 0.2117 0.4260 -0.1160
H -0.49148 -6.20120 -4.84280 0.0251 0.0079 0.0155
H -0.97662 4.71900 2.29956 -0.2241 0.3072 0.0043
C 0.29113 -2.85937 -0.36895 0.1242 0.0137 -0.0978
H -1.18294 -5.96326 -2.63839 0.0046 0.0194 0.0021
H 1.23352 7.18379 0.48956 0.1524 0.2907 -0.1752
H 1.90566 2.03296 1.55432 0.0492 0.0043 0.0068
H -4.73374 -4.84679 -3.63571 -0.0043 0.0176 0.0243
H -1.71138 -3.47424 -5.52660 -0.0404 -0.0070 -0.0074
H -0.78180 -0.50071 0.81736 0.0068 -0.0160 0.0182
H -0.46453 6.79674 0.48461 -0.2528 -0.1893 -0.0537
C -2.12018 -5.39893 -2.63774 0.0751 -0.0481 -0.0256
C 3.50282 5.77764 5.15957 -1.3666 3.2659 -1.0091

# 12
7
Properties=species:S:1:pos:R:3:forces:R:3 method="wB97M-V/def2-TZVPD" total_energy_ev=-20986.501 orbital_gap_ev="6.9 / 6.9" charge=0 fmax_ev_per_a=4.67
O 1.25247 0.70530 1.45310 1.6596 2.0568 0.7445
N -1.59382 0.54638 -2.24179 -1.4774 0.9896 -1.8848
C -0.97786 0.18812 -1.35627 2.9241 -2.5459 2.6095
O -0.90634 0.42743 1.45663 -1.2800 1.0159 0.6973
S 0.58653 -1.47308 0.26200 1.3172 1.8547 -1.2459
O 2.06222 -1.38779 0.24921 -2.8216 -0.3600 -0.3646
N 0.21794 0.26110 1.20156 -0.3219 -3.0111 -0.5560